1.
{"formula": "C36H41F17IN3O15PS3", "method": "the ωB97M-V functional and the def2-TZVPD basis", "elements": ["C", "C", "S", "C", "C", "I", "N", "C", "C", "C", "F", "F", "C", "F", "F", "C", "F", "F", "C", "F", "F", "S", "F", "F", "F", "F", "F", "C", "P", "O", "O", "O", "C", "C", "C", "C", "C", "C", "C", "C", "C", "C", "C", "N", "C", "N", "C", "S", "H", "H", "H", "H", "H", "H", "H", "H", "H", "H", "H", "H", "H", "H", "H", "H", "H", "H", "H", "H", "H", "H", "H", "H", "H", "H", "H", "H", "H", "C", "C", "O", "C", "O", "O", "F", "H", "H", "H", "C", "C", "O", "C", "O", "O", "F", "H", "H", "H", "C", "C", "O", "C", "O", "O", "F", "H", "H", "H", "C", "C", "O", "C", "O", "O", "F", "H", "H", "H"], "xyz": [[-0.724, -2.827, 2.279], [-2.202, -2.186, 1.931], [-2.335, -2.118, 0.053], [-1.217, -0.810, -0.683], [-1.502, 0.722, -0.178], [-0.185, 0.885, 1.618], [-1.044, 1.528, -1.413], [0.357, 1.906, -1.837], [1.119, 0.775, -2.771], [2.750, 0.932, -2.779], [3.332, 1.533, -1.557], [3.088, 1.866, -3.917], [3.552, -0.486, -3.160], [4.958, -0.035, -3.485], [3.035, -1.095, -4.402], [3.676, -1.508, -1.874], [2.657, -1.225, -0.794], [4.980, -1.111, -1.211], [3.854, -3.083, -2.238], [4.708, -3.313, -3.463], [4.667, -3.682, -1.112], [2.323, -4.115, -2.390], [3.323, -5.526, -2.124], [2.689, -4.326, -4.088], [1.293, -2.825, -2.815], [1.937, -4.063, -0.723], [0.995, -5.177, -2.608], [-2.183, 1.905, -2.131], [-2.371, 2.924, -3.735], [-1.762, 2.015, -4.920], [-4.070, 3.155, -4.165], [-1.553, 4.462, -3.722], [-3.625, 1.415, -1.443], [-4.184, 0.114, -2.268], [-5.649, 0.390, -3.025], [-6.287, -1.132, -3.262], [-5.358, -2.259, -4.042], [-5.856, -3.831, -4.299], [-7.368, -4.283, -3.758], [-8.316, -3.165, -2.996], [-7.773, -1.607, -2.757], [-3.034, 1.245, 0.077], [-2.985, 2.841, 0.577], [-3.063, 2.906, 2.103], [-4.246, 3.743, 2.568], [-3.883, 0.632, 1.168], [-5.230, 0.743, 0.909], [-6.791, 1.430, 0.591], [-0.224, -3.176, 1.259], [-0.900, -3.709, 3.035], [-0.083, -1.975, 2.773], [-3.106, -2.852, 2.304], [-2.336, -1.138, 2.454], [-0.086, -1.137, -0.480], [-1.345, -0.813, -1.857], [0.963, 2.235, -0.889], [0.244, 2.891, -2.502], [0.761, 0.999, -3.888], [0.799, -0.328, -2.550], [-4.431, 3.937, -3.635], [-1.970, 5.111, -3.065], [-4.367, 2.289, -1.695], [-4.351, -0.850, -1.599], [-3.412, -0.155, -3.127], [-6.367, 1.027, -2.317], [-5.544, 1.005, -4.015], [-4.302, -1.936, -4.432], [-5.133, -4.614, -4.836], [-7.736, -5.388, -3.923], [-9.380, -3.544, -2.624], [-8.481, -0.863, -2.192], [-1.959, 3.351, 0.287], [-3.835, 3.491, 0.048], [-2.151, 3.292, 2.443], [-4.549, 3.317, 3.640], [-3.935, 4.874, 2.714], [-5.202, 3.608, 1.893], [5.305, 5.146, 0.783], [4.867, 3.958, 1.569], [3.461, 4.053, 1.555], [3.160, 4.690, 0.389], [2.047, 4.714, -0.110], [4.260, 5.293, -0.158], [5.288, 4.046, 2.851], [5.376, 6.054, 1.391], [6.263, 4.984, 0.282], [5.175, 2.998, 1.140], [-9.830, -8.976, -2.610], [-8.465, -8.438, -2.870], [-8.617, -7.049, -2.683], [-9.623, -6.922, -1.773], [-9.861, -5.898, -1.154], [-10.330, -8.085, -1.633], [-8.096, -8.657, -4.152], [-10.474, -8.943, -3.495], [-9.807, -10.001, -2.230], [-7.695, -8.819, -2.191], [9.506, 1.864, 4.082], [9.387, 3.316, 4.395], [8.985, 3.885, 3.170], [8.287, 2.903, 2.534], [7.553, 3.093, 1.579], [8.504, 1.678, 3.103], [10.587, 3.837, 4.733], [10.481, 1.600, 3.658], [9.322, 1.233, 4.956], [8.647, 3.549, 5.169], [9.806, 1.735, 9.221], [9.687, 3.187, 9.534], [9.285, 3.756, 8.309], [8.587, 2.774, 7.673], [7.853, 2.964, 6.718], [8.804, 1.549, 8.242], [10.887, 3.708, 9.873], [10.781, 1.471, 8.797], [9.622, 1.104, 10.095], [8.947, 3.420, 10.308]], "total_charge": 1, "gap_ev": 4.9, "e_lumo_ha": -0.190}

---

2.
{"formula": "C36H42AsCrN4O2Si2", "method": "the ωB97M-V functional and the def2-TZVPD basis", "elements": ["Cr", "C", "O", "C", "N", "C", "C", "C", "C", "C", "C", "C", "C", "C", "C", "C", "C", "N", "C", "N", "C", "C", "O", "C", "C", "C", "C", "C", "C", "H", "H", "H", "H", "H", "H", "H", "H", "H", "H", "H", "H", "H", "H", "H", "H", "H", "H", "H", "N", "C", "C", "C", "C", "C", "C", "C", "H", "H", "H", "H", "H", "C", "Si", "C", "C", "As", "Si", "C", "C", "C", "H", "H", "H", "H", "H", "H", "H", "H", "H", "H", "H", "H", "H", "H", "H", "H", "H", "H"], "xyz": [[-0.491, -0.618, -1.006], [-2.637, -4.040, 1.046], [-2.385, -4.319, -0.366], [-1.854, -3.211, -0.856], [-1.611, -2.230, -0.071], [-2.018, -2.639, 1.284], [-2.990, -1.689, 1.940], [-3.095, -1.696, 3.325], [-4.022, -0.885, 3.962], [-4.848, -0.059, 3.214], [-4.746, -0.051, 1.831], [-3.821, -0.864, 1.194], [-1.565, -3.103, -2.303], [-1.880, -4.019, -3.292], [-1.579, -3.684, -4.607], [-0.991, -2.456, -4.897], [-0.709, -1.611, -3.839], [-0.981, -1.943, -2.581], [-0.116, -0.256, -3.898], [0.095, 0.384, -2.815], [0.636, 1.704, -3.162], [0.769, 1.615, -4.705], [0.174, 0.320, -5.054], [1.931, 1.993, -2.448], [2.853, 0.984, -2.204], [4.038, 1.268, -1.543], [4.313, 2.564, -1.131], [3.398, 3.576, -1.384], [2.208, 3.289, -2.035], [-2.178, -4.834, 1.629], [-3.716, -4.042, 1.190], [-1.114, -2.705, 1.895], [-2.437, -2.326, 3.913], [-4.089, -0.888, 5.042], [-5.567, 0.580, 3.709], [-5.383, 0.600, 1.246], [-3.731, -0.837, 0.115], [-2.353, -4.957, -3.038], [-1.812, -4.373, -5.406], [-0.764, -2.159, -5.910], [-0.103, 2.450, -2.858], [1.807, 1.592, -5.031], [0.220, 2.382, -5.242], [2.637, -0.033, -2.510], [4.749, 0.476, -1.344], [5.235, 2.785, -0.611], [3.602, 4.587, -1.059], [1.480, 4.075, -2.197], [1.508, -1.607, -0.533], [2.513, -1.995, -0.133], [3.776, -2.449, 0.369], [4.777, -2.795, -0.540], [6.002, -3.225, -0.065], [6.225, -3.307, 1.304], [5.226, -2.960, 2.203], [3.994, -2.527, 1.743], [4.588, -2.727, -1.603], [6.784, -3.495, -0.761], [7.185, -3.643, 1.672], [5.407, -3.022, 3.267], [3.215, -2.237, 2.432], [1.140, 3.206, 2.857], [0.406, 1.506, 2.585], [-0.808, 1.137, 3.963], [1.765, 0.206, 2.655], [-0.482, 1.365, 0.461], [-2.157, 2.939, 0.233], [-3.348, 2.287, -1.072], [-3.082, 3.265, 1.829], [-1.460, 4.567, -0.384], [1.577, 3.290, 3.855], [0.378, 3.982, 2.759], [1.918, 3.409, 2.118], [-0.345, 1.295, 4.941], [-1.143, 0.100, 3.904], [-1.695, 1.768, 3.899], [2.202, 0.153, 3.656], [2.562, 0.426, 1.942], [1.345, -0.775, 2.415], [-3.890, 1.417, -0.699], [-2.808, 1.983, -1.974], [-4.080, 3.046, -1.361], [-3.523, 2.346, 2.218], [-3.880, 3.995, 1.671], [-2.413, 3.667, 2.593], [-1.030, 4.450, -1.383], [-0.667, 4.928, 0.273], [-2.238, 5.333, -0.438]], "total_charge": 1, "s2": 6.028, "gap_ev": [4.9, 5.0], "multiplicity": 5, "e_lumo_ha": [-0.126, -0.134]}

---

3.
{"formula": "C36H42Cl2IrN7O3S2", "method": "the ωB97M-V functional and the def2-TZVPD basis", "elements": ["Ir", "Cl", "C", "C", "C", "Cl", "C", "O", "C", "C", "O", "C", "H", "H", "H", "C", "C", "C", "C", "C", "C", "C", "C", "C", "C", "H", "H", "H", "H", "H", "H", "H", "H", "H", "H", "H", "H", "C", "N", "C", "C", "S", "N", "C", "C", "H", "H", "H", "H", "H", "H", "H", "H", "H", "H", "H", "H", "S", "C", "C", "C", "N", "C", "C", "C", "C", "C", "N", "C", "C", "H", "H", "H", "H", "H", "H", "H", "H", "C", "N", "C", "C", "O", "N", "C", "N", "H", "H", "H", "H", "H", "H", "H"], "xyz": [[0.407, 0.170, -0.089], [-2.219, 2.155, 6.709], [-1.567, 2.034, 5.122], [-0.737, 3.047, 4.656], [-0.191, 2.911, 3.384], [0.826, 4.152, 2.768], [-0.416, 1.781, 2.558], [0.186, 1.707, 1.439], [-1.353, 0.774, 3.045], [-1.755, -0.337, 2.284], [-1.422, -0.690, 1.095], [-1.893, 0.940, 4.334], [-0.515, 3.917, 5.250], [-2.483, -0.999, 2.768], [-2.563, 0.187, 4.716], [-0.486, 0.143, -3.916], [-0.192, 1.287, -2.935], [-0.405, 2.624, -3.661], [-1.083, 1.081, -1.699], [1.259, 1.270, -2.452], [1.590, 2.039, -1.314], [2.909, 2.134, -0.875], [3.915, 1.467, -1.555], [3.600, 0.719, -2.677], [2.289, 0.617, -3.117], [-1.556, 0.050, -4.092], [-0.129, -0.804, -3.521], [-0.005, 0.325, -4.873], [-1.447, 2.742, -3.948], [0.211, 2.661, -4.558], [-0.112, 3.464, -3.034], [-1.897, 0.391, -1.887], [0.869, 2.724, -0.882], [3.126, 2.752, -0.014], [4.942, 1.554, -1.232], [4.376, 0.219, -3.235], [2.083, 0.026, -3.993], [-4.305, 2.981, -3.867], [-3.870, 2.572, -2.548], [-4.345, 1.291, -2.088], [-2.984, 3.295, -1.829], [-1.708, 2.544, -0.876], [-3.103, 4.634, -1.774], [-2.067, 5.472, -1.214], [-4.388, 5.285, -1.929], [-4.078, 2.187, -4.583], [-3.768, 3.875, -4.168], [-5.380, 3.171, -3.908], [-5.434, 1.267, -2.165], [-4.075, 1.153, -1.044], [-3.940, 0.465, -2.678], [-1.086, 5.068, -1.451], [-2.156, 5.543, -0.126], [-2.154, 6.475, -1.633], [-5.192, 4.556, -1.853], [-4.459, 5.811, -2.885], [-4.506, 6.015, -1.127], [4.847, -3.880, 3.326], [3.720, -2.764, 2.569], [2.339, -2.920, 2.677], [1.521, -2.007, 2.044], [1.983, -0.983, 1.335], [3.299, -0.842, 1.219], [4.204, -1.705, 1.806], [3.824, -4.418, 4.706], [3.579, -3.541, 5.753], [2.802, -4.000, 6.808], [2.285, -5.214, 6.854], [2.533, -6.041, 5.857], [3.304, -5.702, 4.751], [1.912, -3.736, 3.239], [0.446, -2.102, 2.102], [3.632, 0.004, 0.639], [5.265, -1.563, 1.683], [3.983, -2.540, 5.751], [2.588, -3.365, 7.656], [2.092, -7.024, 5.941], [3.490, -6.410, 3.957], [-0.694, -5.035, -2.516], [0.064, -3.889, -2.079], [1.469, -3.703, -2.352], [1.757, -2.391, -1.607], [2.820, -1.835, -1.513], [0.582, -1.972, -1.051], [-0.360, -2.886, -1.290], [-1.586, -2.770, -0.798], [-0.129, -5.548, -3.293], [-1.651, -4.726, -2.944], [-0.873, -5.733, -1.692], [1.676, -3.587, -3.420], [2.077, -4.523, -1.959], [-1.725, -2.013, -0.122], [-2.239, -3.531, -0.861]], "total_charge": 1, "s2": 0.756, "gap_ev": [6.5, 7.1], "multiplicity": 2, "e_lumo_ha": [-0.087, -0.087]}

---

| no. | DFT total energy (eV) | strongest force on any atom (hartree/bohr) |
| --- | --- | --- |
| 1 | -169241.9639 | 0.154 |
| 2 | -153083.0340 | 0.006 |
| 3 | -104135.2319 | 0.050 |